# 1
The following is a DFT calculation (ωB97M-V with the def2-TZVPD basis set) of 4 unconnected molecules or ions with the total composition C24H42ClNO7S at a distorted geometry.

Cartesian coordinates (Å):
C: -1.143341 1.091540 -4.750710
S: 0.021852 5.909942 -2.216635
H: 3.460745 -6.063442 8.120507
H: 1.227879 -3.854508 3.239735
H: 3.566980 -7.024943 5.061445
C: -1.680740 1.280331 -0.527383
C: -1.137428 -2.339755 2.840575
Cl: 2.730254 1.642389 2.752690
C: 0.456430 4.552146 -1.575910
H: -4.535967 4.012686 -2.455961
C: 1.074136 -3.039010 3.948474
C: 0.245134 -1.955563 3.311427
H: -5.928837 4.651417 -5.053051
H: -1.731183 -2.699870 3.682187
H: -3.757560 1.252029 -4.468080
C: 2.348965 -5.778992 6.309840
H: -2.112310 2.284480 -6.311132
H: 3.053798 -4.374272 7.754431
H: -5.178560 2.406204 -1.150017
H: 5.192647 -0.890133 2.921605
H: 2.171975 0.183811 0.660978
O: -6.149453 2.795406 -2.962565
H: -1.069366 -3.132018 2.093078
C: -5.648107 1.894646 -1.993814
H: -3.253903 2.653806 -3.538627
C: 5.262260 -2.372527 1.374728
O: 0.662094 -0.825937 3.176800
H: 2.040635 -2.629605 4.236513
C: 4.645021 -1.155066 2.015578
H: 2.687183 -7.895565 6.334315
H: -4.058829 3.462341 -6.252720
O: -0.910453 2.387837 -0.218282
H: -0.583231 0.703181 -5.604376
H: -1.628254 -1.473941 2.399478
H: 4.671935 -0.309419 1.327372
H: -4.335415 5.135901 -4.552745
H: -4.938729 1.187772 -2.430892
O: -2.155070 0.520961 0.242385
O: 4.634497 -3.393633 1.210087
H: -1.791161 0.283300 -4.413711
C: 0.130004 2.289817 -1.198468
H: 4.340350 -5.194837 6.846505
O: 1.359631 -5.126720 6.069464
C: -5.431142 4.006824 -3.086754
H: 1.819648 -7.296726 4.905491
C: 1.045300 1.088242 -0.904305
C: -0.114296 1.447763 -3.674925
C: -3.399317 2.277885 -4.550404
H: -6.056857 4.829231 -2.724148
C: 2.623636 -7.085174 5.606436
H: 0.574304 -3.425707 4.831550
H: 6.816555 -1.458812 0.211781
C: -4.462335 3.097222 -5.306333
C: -0.740423 2.067171 -2.442721
H: -1.290068 2.960336 -2.753409
H: 7.029025 -3.198112 0.500552
C: 3.368013 -5.322610 7.324861
C: -5.033912 4.293924 -4.536024
H: 2.002547 1.267196 -1.390051
C: 6.706439 -2.259265 0.945051
H: -5.296461 2.440782 -5.552590
H: -6.487922 1.320410 -1.601393
H: 3.609626 -1.363167 2.277717
H: 0.623067 2.155155 -4.060148
O: -1.777061 1.214221 -1.876816
H: 0.472453 0.211699 1.015135
H: 1.951158 2.872127 0.924115
H: 0.603863 2.309338 1.979657
C: -2.010135 2.279221 -5.226854
C: 1.521536 2.040795 1.469723
H: 0.395788 0.525551 -3.393572
H: 0.611714 0.185934 -1.336590
H: 7.336345 -2.035554 1.807432
C: 1.278262 0.803470 0.592520
H: -1.520739 3.215502 -4.938016
N: 0.974882 3.482942 -1.292091

Atoms 1-3, force components in eV/Å:
0.2 0.5 -0.6
-0.2 -0.1 0.5
0.1 0.0 0.0

Summary:
lowest unoccupied orbital energy	-0.1	eV
SMILES string	COCCCCCCC[C@H]1OC(=O)O[C@]1(CCCCl)N=C=S.CC(C)=O.CC(C)=O.CC(C)=O
2S+1	1
HOMO-LUMO gap	9.076	eV
energy relative to the best compared isomer or geometry (same formula, charge and spin)	0.0	kcal/mol

Here are the Mulliken charges for atoms 1 to 8, given in e: number 1, C, carries -1.007; number 2, S, carries -0.340; number 3, H, carries 0.357; number 4, H, carries 0.387; number 5, H, carries 0.323; number 6, C, carries 0.599; number 7, C, carries -1.115; number 8, Cl, carries -0.187

# 2
The following is a DFT calculation (ωB97M-V with the def2-TZVPD basis set) of 3 unconnected molecules or ions with the total composition C24H42N2O7P2 at a distorted geometry.

Cartesian coordinates (Å):
H: 5.315176 5.024226 -4.798494
H: -5.712203 -3.288371 2.508357
P: -0.407138 -1.168902 1.309812
H: 6.137961 -0.096649 -2.795868
O: 4.011790 -3.168122 3.648153
H: 3.190399 2.538407 -6.610926
H: -5.832470 -1.308968 1.205802
H: 6.592318 -0.817164 0.229060
O: 0.136348 -1.217622 2.967498
H: -9.332259 -2.527080 5.038231
O: 4.294517 1.028996 0.337064
H: -4.123209 -1.591913 4.468532
C: 3.574120 3.286672 -5.909588
H: 4.552568 -0.293571 -2.080581
H: 1.261158 1.039349 0.030647
N: 5.146307 1.557143 -4.992537
H: -3.824835 -1.781982 2.750797
H: 6.587686 3.932490 -4.291734
O: 6.510005 1.212551 -4.985588
C: 4.230302 -0.299371 0.613005
C: -7.535966 -1.689073 4.065476
C: 2.799250 -1.135362 0.703360
H: 2.663048 0.379780 -3.039457
P: 1.149888 -0.428019 -0.051797
C: -5.411633 -3.004695 3.522205
C: 4.162376 -2.767190 2.370958
C: 4.813753 3.817536 -3.090777
H: -7.567128 -2.229051 1.902458
H: -6.784957 0.155183 1.528693
H: -5.117921 1.749383 3.320429
C: 2.854059 -2.496507 1.366303
C: 4.974273 2.386038 -2.585515
H: 6.923991 3.123932 -6.667493
H: 5.549562 2.469305 -7.581873
H: 5.248648 4.512073 -2.362554
C: 4.598009 1.290643 -3.620418
C: 5.839884 3.195356 -6.810248
H: -3.704916 0.812259 2.809534
H: -8.852916 -1.118679 2.398186
H: -6.290560 -2.811132 5.469606
C: -6.632095 -2.894043 4.430827
C: 5.066498 -0.081439 -3.027008
H: 3.513007 4.261615 -6.405926
N: -6.767755 -0.401762 3.993734
H: 5.652641 4.196603 -7.219981
C: 3.052353 1.146847 -3.719833
H: 6.583075 -3.129643 1.803645
H: 0.001141 -3.180914 0.324020
H: 0.250006 -2.161667 3.302442
H: -4.161956 0.822206 4.499179
H: -8.377958 -1.536399 6.124535
H: -4.763750 -3.812126 3.882934
H: -7.204434 -3.829573 4.376177
C: -8.249926 -1.975403 2.716688
O: -1.689966 -0.263337 1.081750
H: 2.738252 0.838988 -4.723406
C: -4.572000 0.811507 3.482596
C: -4.625800 -1.696233 3.496950
C: 5.634370 -1.197951 0.790661
H: 6.020927 2.258478 -2.276163
H: -8.924066 -2.834587 2.805797
H: 2.879777 3.348373 -5.068398
H: 3.753173 4.079693 -3.162520
C: 5.503318 4.003940 -4.438782
O: -0.793554 -2.820577 0.825564
H: 4.849603 -0.908789 -3.714311
H: -9.374425 -0.767644 4.871639
C: -5.818654 -0.332621 1.698698
O: -6.462352 -0.012791 5.310508
C: -8.715291 -1.620124 5.085321
H: -5.082923 0.269115 1.151456
H: 2.013954 -3.285753 1.157612
H: 4.373706 2.265875 -1.674184
C: 5.035390 2.967920 -5.492406
C: -5.484668 -0.433257 3.214594
H: 2.526942 2.070609 -3.460993
C: 5.634154 -2.437032 1.667868

Atoms 1-3, force components in eV/Å:
0.0 -0.3 -0.2
0.0 0.0 0.0
-4.8 1.3 1.5

Summary:
lowest unoccupied orbital energy (spin up / spin down)	-2.5 / -2.5	eV
2S+1	3
HOMO-LUMO gap (spin up / spin down)	6.328 / 6.902	eV

Here are the Mulliken charges for atoms 1 to 8, given in e: number 1, H, carries 0.404; number 2, H, carries 0.271; number 3, P, carries 0.917; number 4, H, carries 0.337; number 5, O, carries -0.520; number 6, H, carries 0.371; number 7, H, carries 0.328; number 8, H, carries 0.343

# 3
The following is a DFT calculation (ωB97M-V with the def2-TZVPD basis set) of a molecular structure, C24H42N2OP2Zr at a distorted geometry.

Cartesian coordinates (Å):
H: -1.814565 -2.261250 1.839606
C: 2.611003 1.231876 3.699079
H: -4.885250 0.208794 1.154669
C: 2.962704 0.812551 -1.714285
H: -0.833463 2.259166 -0.597319
H: -3.346525 0.841710 1.814246
H: 0.101277 -5.375459 -0.043441
C: -0.506956 0.355078 -4.655764
C: -3.812019 0.004691 1.280438
C: 2.972706 -2.047620 -1.871775
H: 0.688789 -4.251552 1.204893
C: -0.047516 1.061450 2.524206
H: -3.875655 -1.551219 -2.169499
H: 2.568774 -3.017640 -1.550605
C: -0.808476 3.350058 2.629917
C: -0.130386 3.124080 -4.467074
H: 2.258116 1.520801 4.707494
Zr: -0.135153 -0.535889 -0.434151
H: -2.599387 -3.876966 1.805266
H: 4.028381 0.957676 -1.523417
C: 0.239368 -4.322553 0.191074
C: -0.350305 2.201471 3.262832
C: -0.397022 2.544246 -5.710921
C: -0.739013 2.225680 0.492208
C: -3.565121 1.313905 -1.173853
C: 3.638778 -0.757551 0.586106
N: -0.269732 0.225037 -2.221247
H: 0.209602 -0.097850 4.297169
H: 3.702790 1.114756 3.740661
H: 0.287812 -1.073762 2.828143
H: 2.375027 2.043238 3.002826
P: 2.462962 -0.669295 -0.773934
H: 4.070960 -2.102656 -1.857398
H: 3.198449 -0.320207 1.495116
H: -3.244225 2.191714 -0.601308
O: -1.135368 -2.595715 -0.606093
H: 2.390846 1.674742 -1.348317
C: -0.268469 0.945627 -3.375697
N: 2.045026 -0.036144 3.251696
H: 2.732036 0.653059 -2.773633
H: -4.659847 1.324829 -1.263901
H: -0.905502 -3.696841 2.378304
H: -5.174361 -1.150648 -1.010478
H: 2.639145 -1.848215 -2.899672
H: -0.771264 0.706824 -6.747187
H: -3.117464 1.375657 -2.172265
H: 3.701546 -1.117202 3.933309
H: -0.170278 2.184965 4.339099
H: -3.697260 -0.898299 1.891357
C: -0.570343 1.155193 -5.784749
C: 0.581336 -0.098881 3.252689
H: 4.524968 -0.183378 0.290581
C: -1.649259 -3.345042 1.642747
H: 2.284102 -1.174607 5.035289
H: -0.001229 4.193516 -4.388286
C: -0.274103 1.064825 1.147405
H: 0.191280 2.794589 -2.351280
H: -3.979388 -2.425814 -0.628938
H: -0.979485 4.249002 3.217934
H: 0.935072 -3.826936 -0.515041
C: -1.009155 -3.561250 0.267929
H: 2.271711 -2.104347 3.509429
C: -1.034881 3.366965 1.259951
H: 1.264469 0.640729 -0.177796
H: 3.911199 -1.803540 0.782475
C: -4.119642 -1.449049 -1.105676
H: -1.417941 4.245569 0.752364
C: 2.604972 -1.170556 3.975474
H: -0.668832 -0.720518 -4.690898
C: -0.031840 2.357639 -3.322058
H: -0.464845 3.168899 -6.608269
P: -2.993692 -0.222154 -0.347774

Atoms 1-3, force components in eV/Å:
0.0 -0.7 -0.5
0.0 -0.2 0.1
0.2 0.0 0.1

Summary:
lowest unoccupied orbital energy	-1.2	eV
2S+1	1
HOMO-LUMO gap	4.941	eV
energy relative to the best compared isomer or geometry (same formula, charge and spin)	0.0	kcal/mol

Here are the Mulliken charges for atoms 1 to 8, given in e: number 1, H, carries -0.139; number 2, C, carries -1.054; number 3, H, carries 0.448; number 4, C, carries -1.407; number 5, H, carries 0.676; number 6, H, carries 0.255; number 7, H, carries 0.435; number 8, C, carries -0.670